# 1
100
Properties=species:S:1:pos:R:3 method="wB97M-V/def2-TZVPD" fmax_ha_per_bohr=0.036 e_tot_ha=-2713.78747 total_charge=-1 gap_ha=0.181
Cs -0.275 -0.564 -0.066
O 7.216 2.815 -1.550
C 6.223 2.688 -2.562
C 4.934 2.218 -1.949
C 3.981 1.586 -2.730
C 2.786 1.204 -2.142
N 2.511 1.406 -0.855
C 3.437 1.989 -0.101
C 4.656 2.418 -0.605
C 3.115 2.086 1.369
C 3.754 2.998 2.204
C 3.453 2.984 3.555
C 4.061 3.956 4.526
O 4.910 4.864 3.834
C 2.556 2.032 4.023
C 1.956 1.181 3.111
N 2.206 1.229 1.806
H 8.065 2.970 -1.976
H 6.530 1.979 -3.335
H 6.051 3.654 -3.046
H 4.163 1.376 -3.778
H 2.020 0.701 -2.724
H 5.404 2.856 0.041
H 4.452 3.726 1.815
H 4.623 3.396 5.279
H 3.251 4.486 5.036
H 5.176 5.554 4.450
H 2.318 1.964 5.081
H 1.255 0.407 3.424
C -4.002 -1.854 0.429
N -2.914 -1.507 -0.493
C -2.944 -2.072 -1.645
C -1.987 -1.890 -2.713
C -2.037 -2.566 -3.943
C -0.930 -2.128 -4.678
C -0.278 -1.203 -3.840
N -0.900 -1.044 -2.659
C -3.996 -3.317 0.828
C -5.141 -4.099 0.760
C -5.110 -5.442 1.130
C -3.924 -6.014 1.568
C -2.768 -5.238 1.635
C -2.806 -3.903 1.268
H -4.980 -1.593 0.008
H -3.877 -1.253 1.333
H -3.752 -2.775 -1.890
H -2.787 -3.287 -4.241
H -0.628 -2.436 -5.668
H 0.623 -0.646 -4.071
H -6.067 -3.655 0.407
H -6.012 -6.041 1.066
H -3.894 -7.060 1.847
H -1.831 -5.670 1.964
H -1.895 -3.316 1.314
C 5.364 -3.866 0.107
C 4.832 -2.592 -0.213
C 3.614 -2.221 0.292
C 2.840 -3.067 1.140
C 1.566 -2.580 1.632
C 0.948 -3.494 2.483
C 1.461 -4.784 2.807
C 2.658 -5.209 2.299
C 3.396 -4.341 1.451
C 4.662 -4.715 0.918
H 6.329 -4.166 -0.291
H 5.391 -1.916 -0.852
H 3.194 -1.243 0.071
H -0.001 -3.224 2.957
H 0.902 -5.447 3.466
H 3.058 -6.190 2.538
H 5.069 -5.691 1.168
C -4.084 4.786 1.314
C -2.986 4.056 0.550
C -1.891 3.489 1.437
N -2.453 2.494 2.364
C -1.792 1.886 3.368
S -2.053 0.313 3.798
N -0.806 2.653 4.008
C -0.766 3.998 4.351
O 0.282 4.549 4.586
C -2.078 4.713 4.587
C -3.217 4.038 4.987
C -4.373 4.753 5.279
C -4.381 6.135 5.159
C -3.231 6.810 4.764
C -2.075 6.093 4.489
H -4.857 5.149 0.635
H -3.678 5.645 1.855
H -4.562 4.136 2.049
H -2.506 4.736 -0.158
H -3.415 3.245 -0.049
H -1.422 4.301 1.983
H -1.119 3.016 0.829
H -3.109 1.851 1.939
H 0.011 2.131 4.293
H -3.209 2.958 5.095
H -5.262 4.226 5.599
H -5.284 6.691 5.381
H -3.232 7.889 4.677
H -1.159 6.592 4.198

# 2
51
Properties=species:S:1:pos:R:3 method="wB97M-V/def2-TZVPD" fmax_ha_per_bohr=0.201 e_tot_ha=-5379.45958 spin_multiplicity=2 total_charge=-1 s2=0.76 gap_ha="0.286 / 0.110"
K 0.289 -0.117 -0.780
N -4.344 1.063 0.102
S -3.883 -0.049 1.011
O -3.779 0.265 2.462
O -2.865 -0.938 0.407
F -5.277 -0.924 0.804
S -3.010 2.126 0.252
O -1.597 1.624 0.195
O -3.264 3.394 0.977
F -3.290 2.636 -1.356
N 2.793 -1.410 -1.671
S 3.648 -2.657 -0.933
O 3.906 -2.469 0.474
O 4.572 -3.404 -1.811
F 2.380 -3.723 -0.822
S 3.821 -0.376 -1.385
O 5.207 -0.726 -1.736
O 3.605 0.579 -0.290
F 3.449 0.629 -2.731
N -1.079 -0.810 -3.084
S -2.448 -1.765 -3.358
O -2.582 -2.370 -4.702
O -3.692 -1.493 -2.627
F -1.893 -2.971 -2.532
S -1.588 0.252 -4.091
O -2.958 0.858 -4.077
O -0.966 0.158 -5.401
F -0.758 1.521 -3.444
C 0.558 -4.829 3.189
C -0.950 -4.930 2.962
O -1.139 -4.101 1.878
C -0.010 -3.611 1.446
O 0.038 -2.757 0.611
O 1.049 -4.082 2.075
H 0.985 -5.832 3.199
H 0.816 -4.402 4.158
H -1.420 -4.634 3.900
H -1.240 -5.954 2.729
C 1.941 2.850 1.245
C 1.709 4.264 0.673
C 0.267 4.503 0.645
O 0.139 5.842 1.095
C 1.289 6.181 1.682
O 1.491 7.285 2.262
O 2.176 5.215 1.558
H 1.408 2.060 0.715
H 1.619 2.780 2.284
H 2.997 2.583 1.188
H 2.210 4.533 -0.257
H -0.199 3.744 1.272
H -0.129 4.385 -0.364

# 3
51
Properties=species:S:1:pos:R:3 method="wB97M-V/def2-TZVPD" fmax_ha_per_bohr=0.237 e_tot_ha=-2063.75009 total_charge=+1 gap_ha=0.193
C -3.711 2.581 -1.686
C -2.893 1.587 -0.620
N -1.394 1.875 -0.582
N -0.765 1.291 -1.674
S 0.471 0.123 -1.276
O 1.815 0.764 -0.774
O -0.116 -0.883 -0.233
F 0.936 -0.841 -2.660
H -3.631 3.723 -1.371
H -3.430 2.382 -2.805
H -4.858 2.290 -1.540
H -3.310 1.901 0.453
H -3.152 0.463 -0.832
H -1.344 2.932 -0.696
H -0.292 2.078 -2.199
H -1.480 0.780 -2.270
C 4.178 -1.568 -0.783
N 5.499 -0.895 -0.660
O 6.241 -1.268 0.256
O 5.755 -0.012 -1.487
H 4.089 -2.318 0.005
H 3.407 -0.802 -0.675
H 4.137 -2.037 -1.768
C -0.236 -1.781 2.760
N -0.482 -0.677 3.726
O -0.620 0.461 3.262
O -0.530 -0.984 4.923
H -0.219 -1.369 1.749
H 0.728 -2.229 3.010
H -1.049 -2.502 2.869
C 0.151 1.803 6.545
N -0.095 2.907 7.512
O -0.233 4.045 7.048
O -0.143 2.600 8.709
H 0.168 2.215 5.534
H 1.115 1.355 6.796
H -0.662 1.082 6.655
C 1.062 0.914 -5.456
N -0.203 1.691 -5.550
O -0.492 2.170 -6.653
O -0.870 1.799 -4.515
H 1.543 0.901 -6.436
H 1.699 1.409 -4.720
H 0.804 -0.099 -5.140
C -0.954 -3.910 -1.497
N -1.246 -4.720 -0.284
O -0.315 -5.375 0.197
O -2.403 -4.676 0.151
H 0.096 -4.043 -1.767
H -1.606 -4.267 -2.297
H -1.160 -2.865 -1.253